{
  "formula": "C2H5NO2S",
  "method": "ωB97M-V/def2-TZVPD",
  "e_homo_ev": -9.1,
  "relative_energy_ev": 5.882,
  "max_force_ev_per_a": 9.57,
  "species": ["C", "C", "H", "H", "H", "H", "H", "N", "O", "O", "S"],
  "xyz": [[1.758551, -0.076940, -0.039342], [-0.435699, 0.002982, -0.194594], [2.690506, -0.695638, 0.085760], [2.070492, 0.526409, 0.949568], [1.931525, 0.496459, -1.084936], [-1.683058, -1.451704, 0.799020], [-2.376774, 0.978277, 0.078048], [-1.497304, -0.735900, -0.414015], [0.533251, -0.762324, -0.096157], [-2.712497, 0.116089, 0.039001], [-0.278994, 1.602288, -0.122348]],
  "atomic_forces_ev_per_a": [[4.927, 1.490, -0.291], [-0.505, 3.030, 0.179], [-1.566, -0.943, -0.821], [-2.022, -0.474, -2.266], [-0.445, -0.922, 2.857], [1.236, 1.987, -4.783], [1.153, 2.588, -0.054], [-7.308, -2.084, 5.811], [5.748, -2.986, 0.955], [-0.178, -3.930, -1.459], [-1.040, 2.244, -0.128]],
  "lowdin_charge": [-0.20, -1.08, 0.09, 0.13, 0.13, 0.33, -0.07, 0.06, -0.08, -0.13, 0.83]
}